DFT (wB97M-V/def2-TZVPD) results for one molecule with the formula C28H30N4O3.

Values from the calculation:
Kohn-Sham gap   8.53 eV
E   -41627.1339 eV

```
! RIJCOSX wB97M-V def2-TZVPD def2/J DEFGRID3
* xyz 0 1
C 1.36469 4.08099 3.32805
O 0.55434 2.96230 3.06280
C 1.16805 1.73743 2.92239
C 2.52923 1.50898 3.01036
C 3.05123 0.23720 2.82714
C 2.20593 -0.82601 2.54414
N 2.66128 -2.12608 2.30776
C 3.93806 -2.55571 2.09444
C 3.99629 -4.03735 1.77996
O 4.91895 -1.84969 2.15005
C 0.83104 -0.61050 2.47313
C 0.30680 0.65419 2.65982
N -1.05826 0.93866 2.56359
C -2.08872 0.08852 2.31077
O -1.98380 -1.11955 2.24551
C -3.42072 0.80595 2.07102
N -3.68778 1.18073 0.69740
C -3.01116 2.33866 0.15506
C -1.66159 2.03739 -0.51524
N -1.87514 1.03177 -1.53480
C -0.76239 0.83132 -2.45141
C -1.18202 -0.06490 -3.59231
C -2.24540 0.08819 -4.45476
C -2.45713 -0.88163 -5.42605
C -1.61914 -1.98199 -5.52430
C -0.55215 -2.14333 -4.65470
C -0.33795 -1.17955 -3.68333
C 0.68553 -1.06938 -2.65448
C 1.76133 -1.89216 -2.36769
C 2.63760 -1.51372 -1.36282
C 2.44702 -0.33114 -0.66778
C 1.35973 0.48945 -0.94289
C 0.47158 0.11420 -1.92925
C -2.36403 -0.18983 -0.92059
C -3.72037 0.10053 -0.26821
H 0.68337 4.92771 3.39941
H 2.07978 4.25889 2.51888
H 1.90392 3.96964 4.27355
H 3.20979 2.31855 3.21894
H 4.11418 0.07863 2.88851
H 1.92171 -2.80308 2.17959
H 5.02897 -4.32602 1.60767
H 3.40776 -4.25660 0.89136
H 3.59881 -4.61214 2.61385
H 0.15986 -1.42710 2.26350
H -1.26291 1.92439 2.66123
H -3.48622 1.70694 2.68723
H -4.21605 0.11710 2.37395
H -2.88355 3.08722 0.94035
H -3.67502 2.75402 -0.61214
H -1.28628 2.94943 -0.98758
H -0.92945 1.70798 0.23854
H -0.48448 1.82497 -2.82885
H -2.89991 0.94235 -4.37035
H -3.28403 -0.77849 -6.11337
H -1.80194 -2.72386 -6.28821
H 0.09613 -3.00336 -4.73386
H 1.92369 -2.80190 -2.92692
H 3.49236 -2.13243 -1.12978
H 3.15759 -0.03783 0.08954
H 1.23909 1.41415 -0.39781
H -2.49782 -0.94629 -1.69601
H -1.65537 -0.58427 -0.17456
H -4.09528 -0.80009 0.21818
H -4.41964 0.39754 -1.05764
*
```

Results of the Mulliken charge analysis, in e, for atoms 1 through 6:
1. C -1.00
2. O -0.49
3. C 0.76
4. C -0.71
5. C -0.92
6. C -0.07


DFT (wB97M-V/def2-TZVPD) results for an isolated ion of composition C12H12N3 and charge +1 at a distorted geometry.

Values from the calculation:
Kohn-Sham gap   7.73 eV
E   -17098.1826 eV

```
! RIJCOSX wB97M-V def2-TZVPD def2/J DEFGRID3
* xyz 1 1
H -3.19665 1.16017 1.33312
N -2.27574 0.56416 1.44030
N -1.75818 0.30554 0.34526
C -2.36018 0.55670 -0.93632
C -0.77278 -0.74993 0.22108
C -1.16100 -2.08836 0.24996
C -0.11401 -3.06855 0.25223
C 1.18394 -2.71147 0.16678
C 1.52575 -1.33729 0.09749
C 2.85010 -0.77681 0.00722
C 3.16240 0.52925 -0.28369
C 2.12196 1.52929 -0.33307
C 0.81695 1.02316 -0.18605
N -0.36900 1.73343 0.03314
C -0.61750 2.93502 0.33212
C 0.52721 -0.35853 0.03742
H -2.71364 1.61152 -0.91196
H -1.57506 0.32282 -1.72846
H -3.41246 -0.04683 -1.12422
H -2.06402 -2.48880 0.44219
H -0.32070 -4.16259 0.22840
H 2.03149 -3.40843 0.25052
H 3.70604 -1.40835 0.15908
H 4.15186 0.81068 -0.37904
H 2.31575 2.65368 -0.58527
H -1.75959 3.11539 0.43489
H 0.07706 3.75515 0.43688
*
```

Results of the Mulliken charge analysis, in e, for atoms 1 through 6:
1. H 0.31
2. N -0.86
3. N 0.96
4. C -0.71
5. C 0.60
6. C -0.99


DFT (wB97M-V/def2-TZVPD) results for C30H28BrF5N2O3PdSSe as an isolated structure.

Values from the calculation:
Kohn-Sham gap (spin up / spin down)   5.59 / 5.59 eV
E   -203962.4809 eV

```
! RIJCOSX wB97M-V def2-TZVPD def2/J DEFGRID3
* xyz 2 1
Pd -0.15696 0.89778 0.86268
N 0.04511 -0.81343 1.95496
C -0.63499 -0.71141 3.28554
C -2.15193 -0.62855 3.20342
C -2.70413 0.71803 2.76431
N -2.37545 0.93746 1.34352
H -0.29052 -1.61973 1.42984
H 1.04276 -0.95974 2.11173
H -0.21473 0.16500 3.78114
H -0.34015 -1.59208 3.85737
H -2.54927 -0.87255 4.18863
H -2.52316 -1.41238 2.53116
H -2.24756 1.52656 3.33801
H -3.78121 0.75799 2.93213
H -2.66651 1.85388 1.01343
H -2.82177 0.24514 0.74944
O -0.73350 -0.19139 -0.75178
S -0.70354 -1.70360 -1.09738
C 0.88245 -1.95940 -1.92673
C 0.91634 -3.29225 -2.61992
C 1.03712 -3.33455 -4.00436
C 1.05950 -4.55508 -4.66233
C 0.94221 -5.73335 -3.94020
C 0.82144 -5.69460 -2.55714
C 0.81881 -4.47728 -1.89611
C -1.87973 -1.82029 -2.46922
C -2.37293 -3.23379 -2.63409
C -2.91766 -3.92800 -1.55696
C -3.40328 -5.21372 -1.72869
C -3.35228 -5.81160 -2.98093
C -2.81966 -5.11901 -4.05767
C -2.32709 -3.83383 -3.88545
H 1.63031 -1.86206 -1.13603
H 0.99829 -1.13232 -2.63017
H 1.13204 -2.41403 -4.56952
H 1.16865 -4.58497 -5.73816
H 0.95480 -6.68527 -4.45378
H 0.74199 -6.61381 -1.99272
H 0.73831 -4.45570 -0.81429
H -1.38357 -1.43091 -3.35856
H -2.67111 -1.12578 -2.17786
H -2.97366 -3.46779 -0.57567
H -3.82989 -5.74575 -0.88905
H -3.73416 -6.81428 -3.11707
H -2.78633 -5.57879 -5.03619
H -1.91147 -3.29837 -4.72995
Br 1.32767 8.94071 2.96202
C 0.92851 7.17270 2.50154
C 1.11494 6.16375 3.44555
C 0.83658 4.85792 3.10026
C 0.36553 4.56802 1.81529
C 0.16901 5.58706 0.87725
C 0.45595 6.89094 1.22107
C 0.13535 3.20001 1.43134
O 0.53940 2.18867 2.14723
O -0.43611 2.83655 0.33670
H 1.47561 6.41022 4.43408
H 0.98844 4.06131 3.81743
H -0.18717 5.34944 -0.11623
H 0.32441 7.69265 0.50849
F 4.74912 5.38860 2.76446
C 4.17521 4.42751 2.07709
C 4.11015 3.14437 2.61219
F 4.62100 2.90009 3.80767
C 3.49032 2.14750 1.89057
F 3.38982 0.93614 2.43257
C 2.93059 2.39265 0.63436
Se 2.06547 1.04249 -0.32558
C 3.00409 3.69315 0.12672
F 2.46093 3.98546 -1.04599
C 3.62276 4.70566 0.83407
F 3.67046 5.93608 0.35049
*
```

Results of the Mulliken charge analysis, in e, for atoms 1 through 6:
1. Pd 0.54
2. N -0.46
3. C -0.50
4. C -0.63
5. C -0.50
6. N -0.46


DFT (wB97M-V/def2-TZVPD) results for one molecule with the formula C6H8S3 at a distorted geometry.

Values from the calculation:
Kohn-Sham gap (spin up / spin down)   8.09 / 8.09 eV
E   -38856.8860 eV

```
! RIJCOSX wB97M-V def2-TZVPD def2/J DEFGRID3
* xyz 0 1
C 0.55575 -0.98831 -0.37847
C -0.24586 -0.17074 0.63100
C 0.11766 1.31430 0.53466
C -1.70840 -0.31783 0.42417
C -2.41576 -0.62301 -0.65259
S -4.15649 -0.62580 -0.62192
S -4.34788 -0.05970 1.34689
C -2.68102 0.03378 1.76615
S -2.09698 0.38648 3.22966
H 0.22331 -2.02334 -0.39440
H 1.60915 -0.96641 -0.11336
H 0.44751 -0.56844 -1.37685
H -0.02061 -0.51387 1.64696
H -0.21007 1.72223 -0.42073
H 1.19438 1.43836 0.61830
H -0.36056 1.87243 1.33550
H -2.01465 -0.88847 -1.61485
*
```

Results of the Mulliken charge analysis, in e, for atoms 1 through 6:
1. C -1.74
2. C 0.69
3. C -1.21
4. C -0.41
5. C 0.00
6. S -0.09


Which of these has the lowest E? C30H28BrF5N2O3PdSSe


What is the E in the fourth record? -38856.8860 eV


E of number 1 (C28H30N4O3)? -41627.1339 eV


Copy entry 2 word for word.
DFT (wB97M-V/def2-TZVPD) results for an isolated ion of composition C12H12N3 and charge +1 at a distorted geometry.

Values from the calculation:
Kohn-Sham gap   7.73 eV
E   -17098.1826 eV

```
! RIJCOSX wB97M-V def2-TZVPD def2/J DEFGRID3
* xyz 1 1
H -3.19665 1.16017 1.33312
N -2.27574 0.56416 1.44030
N -1.75818 0.30554 0.34526
C -2.36018 0.55670 -0.93632
C -0.77278 -0.74993 0.22108
C -1.16100 -2.08836 0.24996
C -0.11401 -3.06855 0.25223
C 1.18394 -2.71147 0.16678
C 1.52575 -1.33729 0.09749
C 2.85010 -0.77681 0.00722
C 3.16240 0.52925 -0.28369
C 2.12196 1.52929 -0.33307
C 0.81695 1.02316 -0.18605
N -0.36900 1.73343 0.03314
C -0.61750 2.93502 0.33212
C 0.52721 -0.35853 0.03742
H -2.71364 1.61152 -0.91196
H -1.57506 0.32282 -1.72846
H -3.41246 -0.04683 -1.12422
H -2.06402 -2.48880 0.44219
H -0.32070 -4.16259 0.22840
H 2.03149 -3.40843 0.25052
H 3.70604 -1.40835 0.15908
H 4.15186 0.81068 -0.37904
H 2.31575 2.65368 -0.58527
H -1.75959 3.11539 0.43489
H 0.07706 3.75515 0.43688
*
```

Results of the Mulliken charge analysis, in e, for atoms 1 through 6:
1. H 0.31
2. N -0.86
3. N 0.96
4. C -0.71
5. C 0.60
6. C -0.99